Entry 1:
Here is a cluster of 9 separate species, C36H99N9O9 in total at a distorted geometry from the Open Molecules 2025 dataset. Energies are from the ωB97M-V functional and the def2-TZVPD basis.

Computed properties:
- SMILES = COC[C@H](C)N.COC[C@H](C)N.COC[C@H](C)N.COC[C@H](C)N.COC[C@H](C)N.COC[C@H](C)N.COC[C@H](C)N.COC[C@H](C)N.COC[C@H](C)N
- ΔE to the lowest compared entry with this formula, charge and spin (kcal per mole) = 36.1
- electronic energy (hartree) = -2600.776843
- orbital gap (eV) = 9.33

Geometry as ORCA input:
```
! wB97M-V def2-TZVPD RIJCOSX def2/J DEFGRID3
* xyz 0 1
C 18.020 2.915 17.098
O 17.375 2.433 15.927
C 18.290 1.961 14.962
C 17.539 1.486 13.747
C 18.478 0.838 12.748
N 16.786 2.616 13.172
H 19.082 2.671 17.092
H 17.542 2.482 17.981
H 17.847 3.992 17.178
H 18.987 2.756 14.649
H 18.911 1.146 15.362
H 16.802 0.748 14.103
H 17.980 0.700 11.789
H 18.800 -0.129 13.136
H 19.361 1.453 12.564
H 16.032 2.257 12.600
H 16.375 3.132 13.942
C 6.998 -3.823 20.139
O 7.809 -2.999 20.946
C 8.608 -2.129 20.190
C 9.431 -1.272 21.128
C 9.710 0.125 20.591
N 10.732 -1.940 21.391
H 6.165 -3.253 19.721
H 6.654 -4.668 20.735
H 7.576 -4.288 19.329
H 9.234 -2.650 19.452
H 7.981 -1.458 19.574
H 8.834 -1.189 22.045
H 10.364 0.057 19.723
H 10.115 0.764 21.377
H 8.771 0.618 20.318
H 11.172 -1.532 22.212
H 10.453 -2.865 21.725
C 11.205 2.702 17.913
O 10.812 3.252 16.678
C 10.716 4.661 16.700
C 9.575 5.215 17.535
C 8.223 4.706 17.042
N 9.688 6.683 17.444
H 12.220 3.057 18.142
H 11.106 1.621 17.845
H 10.585 3.000 18.770
H 11.659 5.090 17.065
H 10.541 4.946 15.661
H 9.633 4.987 18.600
H 8.176 3.613 17.078
H 8.047 4.966 15.995
H 7.426 5.119 17.661
H 9.026 7.130 18.060
H 9.612 7.009 16.491
C 14.617 4.004 26.975
O 14.007 5.066 27.672
C 13.539 4.687 28.941
C 13.337 5.901 29.822
C 13.344 5.520 31.303
N 12.104 6.633 29.523
H 13.985 3.112 26.969
H 15.597 3.786 27.420
H 14.816 4.373 25.973
H 12.575 4.153 28.868
H 14.221 3.962 29.415
H 14.207 6.560 29.727
H 14.282 5.033 31.569
H 12.556 4.790 31.535
H 13.149 6.393 31.921
H 11.319 6.079 29.853
H 11.966 6.704 28.520
C 13.696 3.572 23.479
O 14.385 2.777 22.542
C 13.752 2.801 21.268
C 14.329 1.734 20.381
C 14.036 0.304 20.800
N 15.764 1.979 20.076
H 12.637 3.783 23.322
H 14.149 4.581 23.511
H 13.914 3.189 24.471
H 12.663 2.744 21.350
H 13.972 3.770 20.788
H 13.783 1.884 19.433
H 12.963 0.140 20.943
H 14.543 0.064 21.741
H 14.342 -0.438 20.061
H 16.195 1.077 19.895
H 16.087 2.257 21.004
C 16.955 5.266 22.430
O 17.814 6.336 22.775
C 17.098 7.509 23.110
C 18.083 8.659 23.152
C 17.448 9.907 23.737
N 18.626 9.002 21.837
H 16.208 5.493 21.654
H 16.410 5.004 23.344
H 17.566 4.472 22.009
H 16.441 7.732 22.256
H 16.552 7.381 24.051
H 18.939 8.440 23.797
H 18.193 10.659 23.983
H 16.942 9.661 24.681
H 16.643 10.338 23.136
H 18.975 8.181 21.356
H 17.913 9.427 21.257
C 14.232 -3.000 22.634
O 13.997 -4.379 22.681
C 13.814 -4.904 23.984
C 15.131 -5.009 24.750
C 16.107 -5.964 24.114
N 14.873 -5.385 26.148
H 14.459 -2.564 23.614
H 13.412 -2.440 22.170
H 15.119 -2.749 22.036
H 13.013 -4.394 24.529
H 13.505 -5.940 23.803
H 15.570 -3.994 24.720
H 16.439 -5.634 23.133
H 15.635 -6.948 24.042
H 16.976 -6.089 24.763
H 15.729 -5.269 26.676
H 14.185 -4.781 26.580
C 13.672 0.278 16.001
O 14.367 -0.869 16.467
C 15.590 -0.534 17.045
C 16.439 -1.795 17.266
C 16.961 -2.333 15.953
N 15.645 -2.875 17.890
H 13.380 0.987 16.780
H 12.803 -0.107 15.473
H 14.317 0.828 15.304
H 16.142 0.230 16.476
H 15.490 -0.066 18.042
H 17.212 -1.463 17.963
H 17.681 -3.137 16.097
H 17.382 -1.559 15.305
H 16.117 -2.765 15.410
H 14.674 -2.759 17.613
H 15.604 -2.724 18.896
C 20.067 3.645 23.650
O 19.082 2.749 23.181
C 18.631 1.693 24.011
C 17.583 0.912 23.279
C 16.980 -0.139 24.230
N 18.125 0.255 22.083
H 19.561 4.364 24.305
H 20.437 4.177 22.777
H 20.884 3.126 24.160
H 19.483 1.096 24.359
H 18.186 2.200 24.888
H 16.700 1.504 23.026
H 16.427 -0.893 23.675
H 16.318 0.347 24.950
H 17.771 -0.601 24.831
H 18.553 0.987 21.523
H 18.881 -0.359 22.373
*
```

Löwdin atomic charge list, values in e, 8 entries:
1 C -0.087
2 O -0.207
3 C -0.240
4 C -0.463
5 C -0.061
6 N 0.046
7 H 0.084
8 H 0.062

---

Entry 2:
Here is a cluster of 9 separate species, C36H99N9O9 in total at a distorted geometry from the Open Molecules 2025 dataset. Energies are from the ωB97M-V functional and the def2-TZVPD basis.

Computed properties:
- SMILES = COC[C@H](C)N.COC[C@H](C)N.COC[C@H](C)N.COC[C@H](C)N.COC[C@H](C)N.COC[C@H](C)N.COC[C@H](C)N.COC[C@H](C)N.COC[C@H](C)N
- ΔE to the lowest compared entry with this formula, charge and spin (kcal per mole) = 150.3
- electronic energy (hartree) = -2600.594950
- orbital gap (eV) = 9.37

Geometry as ORCA input:
```
! wB97M-V def2-TZVPD RIJCOSX def2/J DEFGRID3
* xyz 0 1
C 26.242 -11.115 13.611
O 26.903 -9.962 13.106
C 26.487 -8.719 13.630
C 26.736 -7.572 12.571
C 26.412 -6.153 12.953
N 25.936 -7.665 11.357
H 26.329 -11.274 14.686
H 26.610 -12.057 13.206
H 25.189 -11.139 13.331
H 25.459 -8.712 13.993
H 27.110 -8.630 14.520
H 27.743 -7.699 12.174
H 26.522 -5.403 12.169
H 27.054 -5.835 13.775
H 25.338 -6.065 13.119
H 26.130 -6.910 10.715
H 26.248 -8.484 10.854
C 32.396 -18.382 11.130
O 33.169 -17.530 10.343
C 34.355 -18.252 9.901
C 35.269 -17.333 9.060
C 34.747 -17.066 7.619
N 36.515 -17.978 8.934
H 32.011 -19.212 10.538
H 31.545 -17.939 11.647
H 33.013 -18.925 11.846
H 34.891 -18.436 10.833
H 34.150 -19.201 9.405
H 35.433 -16.366 9.535
H 35.495 -16.492 7.071
H 33.788 -16.570 7.766
H 34.480 -17.972 7.076
H 36.246 -18.780 8.382
H 37.088 -17.430 8.309
C 25.985 -23.352 15.885
O 25.136 -22.165 15.984
C 25.860 -21.125 15.432
C 25.136 -19.724 15.523
C 23.677 -19.709 14.947
N 25.973 -18.659 15.038
H 26.423 -23.407 14.888
H 25.426 -24.264 16.094
H 26.847 -23.352 16.552
H 26.842 -20.999 15.889
H 25.971 -21.307 14.364
H 25.017 -19.480 16.579
H 23.355 -18.670 14.878
H 23.014 -20.169 15.679
H 23.572 -20.089 13.930
H 26.770 -18.704 15.657
H 25.465 -17.810 15.241
C 16.155 -26.614 15.421
O 17.294 -25.963 16.043
C 16.928 -24.591 16.414
C 18.117 -23.947 17.105
C 17.970 -22.351 17.217
N 19.288 -24.079 16.263
H 15.478 -25.896 14.958
H 15.567 -27.280 16.053
H 16.567 -27.309 14.689
H 16.765 -24.027 15.495
H 16.029 -24.531 17.027
H 18.340 -24.321 18.105
H 16.929 -22.127 17.446
H 18.250 -21.897 16.266
H 18.345 -22.011 18.182
H 20.126 -23.758 16.726
H 19.402 -25.073 16.130
C 28.721 -16.029 19.870
O 28.742 -15.201 18.788
C 30.047 -14.611 18.570
C 30.280 -13.270 19.352
C 29.157 -12.179 19.269
N 31.467 -12.585 18.900
H 28.792 -15.548 20.846
H 29.425 -16.854 19.761
H 27.740 -16.500 19.820
H 30.944 -15.229 18.602
H 29.997 -14.445 17.494
H 30.356 -13.549 20.403
H 28.218 -12.664 19.538
H 29.129 -11.734 18.275
H 29.444 -11.368 19.938
H 32.269 -13.180 18.750
H 31.218 -12.218 17.993
C 25.836 -29.361 20.621
O 25.446 -30.350 19.743
C 25.793 -31.646 20.050
C 25.215 -32.489 18.940
C 23.700 -32.373 18.790
N 25.357 -33.962 19.174
H 25.496 -28.393 20.251
H 26.886 -29.220 20.879
H 25.426 -29.481 21.623
H 26.877 -31.752 20.007
H 25.431 -31.847 21.058
H 25.741 -32.220 18.024
H 23.412 -31.323 18.726
H 23.124 -32.664 19.668
H 23.229 -32.954 17.998
H 26.323 -34.233 19.292
H 25.280 -34.473 18.306
C 13.740 -13.165 11.782
O 14.420 -12.982 13.061
C 15.569 -13.694 13.327
C 16.061 -13.360 14.809
C 17.460 -13.866 15.099
N 15.074 -13.880 15.768
H 14.435 -13.687 11.124
H 13.367 -12.231 11.362
H 12.991 -13.944 11.927
H 15.456 -14.776 13.261
H 16.295 -13.317 12.607
H 16.142 -12.289 14.994
H 17.660 -14.937 15.074
H 17.903 -13.396 15.977
H 18.037 -13.465 14.265
H 14.718 -14.765 15.435
H 14.179 -13.428 15.645
C 21.240 -27.849 8.253
O 20.274 -26.854 8.279
C 20.719 -25.687 9.031
C 19.478 -24.788 9.273
C 19.710 -23.519 10.101
N 18.421 -25.518 9.931
H 22.117 -27.458 7.737
H 20.858 -28.692 7.677
H 21.500 -28.046 9.293
H 21.151 -26.013 9.977
H 21.594 -25.244 8.555
H 19.001 -24.548 8.322
H 20.134 -23.695 11.090
H 18.798 -23.038 10.455
H 20.244 -22.759 9.532
H 18.909 -25.557 10.815
H 18.378 -26.464 9.580
C 25.336 -22.031 22.072
O 24.184 -21.962 22.852
C 22.968 -21.433 22.255
C 22.250 -20.705 23.461
C 20.775 -20.365 23.111
N 22.847 -19.483 23.982
H 25.996 -22.752 22.556
H 25.911 -21.108 22.004
H 25.106 -22.332 21.050
H 23.162 -20.707 21.466
H 22.344 -22.263 21.925
H 22.182 -21.376 24.318
H 20.837 -19.420 22.571
H 20.066 -20.268 23.933
H 20.307 -21.092 22.447
H 23.823 -19.638 24.189
H 22.773 -18.819 23.224
*
```

Löwdin atomic charge list, values in e, 8 entries:
1 C -0.113
2 O -0.194
3 C -0.175
4 C -0.417
5 C -0.089
6 N 0.003
7 H 0.081
8 H 0.082

---

Entry 3:
Here is a cluster of 9 separate species, C36H99N9O9 in total at a distorted geometry from the Open Molecules 2025 dataset. Energies are from the ωB97M-V functional and the def2-TZVPD basis.

Computed properties:
- SMILES = COC[C@H](C)N.COC[C@H](C)N.COC[C@H](C)N.COC[C@H](C)N.COC[C@H](C)N.COC[C@H](C)N.COC[C@H](C)N.COC[C@H](C)N.COC[C@H](C)N
- ΔE to the lowest compared entry with this formula, charge and spin (kcal per mole) = 146.5
- electronic energy (hartree) = -2600.600900
- orbital gap (eV) = 8.88

Geometry as ORCA input:
```
! wB97M-V def2-TZVPD RIJCOSX def2/J DEFGRID3
* xyz 0 1
C -7.946 -0.589 4.564
O -7.056 -1.661 4.647
C -6.912 -2.302 3.379
C -5.916 -3.485 3.404
C -4.502 -3.002 3.872
N -5.834 -4.082 2.010
H -7.412 0.262 4.139
H -8.279 -0.210 5.532
H -8.909 -0.784 4.090
H -7.897 -2.690 3.112
H -6.698 -1.557 2.610
H -6.291 -4.233 4.104
H -4.157 -2.018 3.557
H -3.748 -3.765 3.675
H -4.514 -3.084 4.960
H -6.576 -4.724 1.771
H -4.964 -4.596 2.019
C 4.712 -6.589 -3.400
O 3.350 -6.315 -3.191
C 3.058 -5.699 -1.963
C 1.623 -5.035 -1.948
C 1.452 -4.191 -0.685
N 0.751 -6.134 -1.866
H 5.338 -5.726 -3.169
H 4.828 -6.933 -4.427
H 5.084 -7.346 -2.708
H 3.223 -6.278 -1.053
H 3.730 -4.843 -1.869
H 1.391 -4.485 -2.859
H 2.100 -3.320 -0.582
H 1.297 -4.762 0.230
H 0.533 -3.679 -0.974
H 1.092 -6.715 -1.113
H 0.806 -6.603 -2.759
C 5.609 5.488 1.604
O 6.247 4.263 1.873
C 6.169 3.360 0.842
C 5.204 2.209 0.996
C 5.086 1.352 -0.239
N 3.821 2.793 1.214
H 6.393 6.152 1.972
H 4.696 5.685 2.166
H 5.418 5.711 0.553
H 6.199 3.785 -0.163
H 7.145 2.871 0.851
H 5.588 1.555 1.779
H 4.263 0.643 -0.317
H 6.026 0.815 -0.383
H 5.130 1.894 -1.185
H 3.788 3.662 0.698
H 3.148 2.250 0.691
C -1.790 0.626 3.303
O -3.114 1.180 3.075
C -3.601 0.888 1.804
C -4.850 1.606 1.514
C -5.721 1.053 0.353
N -4.687 3.082 1.243
H -1.367 0.998 4.236
H -1.204 1.159 2.554
H -1.904 -0.453 3.198
H -3.005 1.150 0.928
H -3.805 -0.184 1.811
H -5.459 1.622 2.420
H -5.257 1.127 -0.631
H -6.697 1.539 0.376
H -5.966 -0.009 0.403
H -4.263 3.488 2.066
H -5.555 3.586 1.129
C -1.234 -2.527 1.194
O -0.607 -1.268 1.226
C 0.008 -0.821 0.012
C 0.568 0.554 0.129
C 1.427 1.102 -1.073
N 1.447 0.807 1.237
H -0.601 -3.385 0.962
H -2.002 -2.679 0.434
H -1.653 -2.599 2.198
H 0.825 -1.510 -0.205
H -0.696 -0.790 -0.822
H -0.242 1.249 0.357
H 0.682 1.630 -1.671
H 1.740 0.439 -1.881
H 2.148 1.904 -0.927
H 0.817 0.573 1.995
H 2.151 0.151 1.551
C 2.737 2.089 -4.515
O 1.497 1.471 -4.567
C 1.621 0.168 -5.187
C 0.349 -0.676 -5.174
C -0.471 -0.658 -3.902
N 0.668 -2.076 -5.519
H 3.202 2.129 -5.502
H 3.447 1.579 -3.863
H 2.592 3.102 -4.142
H 1.973 0.132 -6.219
H 2.300 -0.473 -4.621
H -0.327 -0.332 -5.958
H -1.465 -1.041 -4.135
H -0.722 0.361 -3.607
H 0.120 -1.115 -3.108
H 0.660 -2.278 -6.508
H 1.565 -2.339 -5.134
C -2.245 -4.894 -1.508
O -3.289 -4.876 -0.533
C -3.833 -6.177 -0.259
C -2.946 -7.097 0.617
C -3.761 -8.313 0.992
N -2.487 -6.336 1.798
H -1.278 -5.109 -1.054
H -2.239 -3.825 -1.724
H -2.583 -5.459 -2.377
H -4.765 -5.948 0.258
H -4.099 -6.785 -1.124
H -2.078 -7.223 -0.032
H -4.129 -9.004 0.234
H -4.678 -7.997 1.490
H -3.184 -8.938 1.675
H -1.599 -6.785 1.975
H -2.316 -5.405 1.441
C 5.409 7.327 -5.290
O 4.691 7.125 -4.114
C 3.505 6.396 -4.327
C 2.956 5.928 -2.909
C 4.007 4.843 -2.315
N 1.602 5.365 -2.967
H 6.406 7.678 -5.027
H 4.887 8.047 -5.922
H 5.537 6.449 -5.924
H 2.754 6.965 -4.878
H 3.603 5.469 -4.896
H 3.084 6.814 -2.287
H 4.963 5.339 -2.147
H 4.244 4.209 -3.171
H 3.726 4.242 -1.451
H 1.485 4.853 -3.831
H 0.885 6.072 -3.062
C -0.765 5.647 6.158
O -0.562 4.483 5.333
C -0.275 4.856 4.019
C 0.383 3.693 3.320
C 1.781 3.315 3.911
N 0.399 3.894 1.835
H -1.828 5.793 6.348
H -0.247 6.504 5.727
H -0.286 5.459 7.120
H -1.014 5.409 3.439
H 0.560 5.560 4.014
H -0.293 2.860 3.522
H 2.165 2.367 3.538
H 1.923 3.558 4.965
H 2.535 4.048 3.615
H 0.842 3.057 1.480
H -0.518 3.901 1.410
*
```

Löwdin atomic charge list, values in e, 8 entries:
1 C -0.137
2 O -0.178
3 C -0.207
4 C -0.359
5 C -0.043
6 N 0.042
7 H 0.082
8 H 0.084

---

What is the ΔE to the lowest compared entry with this formula, charge and spin in the first record? 36.1 kcal per mole